No. 1
# C22H32O2

A single C22H32O2 molecule (the ωB97M-V functional and the def2-TZVPD basis, the Open Molecules 2025 dataset).

Structure (SMILES): CC/C=C/C/C=C/C/C=C\C/C=C\C/C=C/C/C=C/CCC(=O)O
HOMO energy, eV: -8.81
Lowest unoccupied orbital energy, hartree: 0.0362
Gap between HOMO and LUMO, hartree: 0.360
ΔE to the lowest compared entry with this formula, charge and spin, kcal/mol: 29.5

```
! RIJCOSX wB97M-V def2-TZVPD def2/J DEFGRID3
* xyz 0 1
C 7.497 -3.547 1.206
C 6.308 -2.788 1.793
C 5.070 -3.013 0.982
C 4.396 -2.064 0.355
C 3.153 -2.288 -0.453
C 1.993 -1.581 0.183
C 1.349 -0.565 -0.363
C 0.194 0.178 0.244
C -0.190 -0.313 1.604
C -1.214 -1.114 1.877
C -2.152 -1.696 0.852
C -1.409 -2.542 -0.142
C -1.626 -2.592 -1.446
C -2.668 -1.809 -2.196
C -2.093 -0.519 -2.705
C -2.567 0.680 -2.410
C -2.026 1.975 -2.945
C -1.668 2.906 -1.823
C -2.505 3.785 -1.298
C -2.179 4.681 -0.143
C -2.705 4.084 1.175
C -1.876 2.875 1.532
O -0.697 2.904 1.772
O -2.585 1.748 1.536
H 7.290 -4.615 1.174
H 7.698 -3.207 0.192
H 8.388 -3.387 1.808
H 6.135 -3.136 2.816
H 6.535 -1.721 1.832
H 4.747 -4.044 0.910
H 4.714 -1.031 0.428
H 2.944 -3.359 -0.512
H 3.302 -1.905 -1.466
H 1.716 -1.944 1.164
H 1.641 -0.207 -1.343
H -0.651 0.114 -0.447
H 0.478 1.233 0.328
H 0.442 0.034 2.411
H -1.393 -1.407 2.904
H -2.895 -2.316 1.362
H -2.684 -0.895 0.335
H -0.627 -3.155 0.286
H -0.997 -3.226 -2.057
H -3.003 -2.403 -3.052
H -3.534 -1.605 -1.566
H -1.234 -0.620 -3.356
H -3.421 0.784 -1.752
H -1.153 1.780 -3.569
H -2.801 2.439 -3.563
H -0.668 2.804 -1.422
H -3.512 3.869 -1.688
H -2.636 5.661 -0.294
H -1.099 4.807 -0.054
H -3.751 3.793 1.082
H -2.597 4.820 1.974
H -2.008 0.977 1.734
*
```

No. 2
# C22H33AsN5OZr

A molecular structure, C22H33AsN5OZr in a non-equilibrium geometry (the ωB97M-V functional and the def2-TZVPD basis, the Open Molecules 2025 dataset).

HOMO energy, eV: -16.01
Lowest unoccupied orbital energy, hartree: -0.3192
Gap between HOMO and LUMO, hartree: 0.269

```
! RIJCOSX wB97M-V def2-TZVPD def2/J DEFGRID3
* xyz 3 1
Zr -0.156 0.307 0.023
C 2.659 -1.045 0.042
N 2.022 0.318 0.109
C 2.592 1.243 -0.920
C 2.163 0.813 1.481
C 3.193 1.662 1.929
C 3.259 1.948 3.270
C 2.253 1.524 4.141
C 1.205 0.760 3.680
C 1.174 0.319 2.335
N 0.185 -0.523 1.793
C -0.476 -1.577 2.421
C -0.177 -2.124 3.684
C -1.024 -3.114 4.202
C -2.085 -3.593 3.453
C -2.302 -3.118 2.163
C -1.496 -2.110 1.651
N -1.509 -1.594 0.257
C -0.875 -2.708 -0.536
C -2.871 -1.323 -0.249
H 3.742 -0.953 0.076
H 2.394 -1.552 -0.879
H 2.361 -1.597 0.927
H 3.683 1.309 -0.791
H 2.172 2.258 -0.813
H 2.365 0.799 -1.881
H 3.979 2.009 1.255
H 4.091 2.526 3.653
H 2.344 1.753 5.172
H 0.440 0.437 4.367
H 0.711 -1.792 4.191
H -0.804 -3.588 5.142
H -2.729 -4.369 3.843
H -3.097 -3.563 1.554
H -1.542 -3.581 -0.470
H 0.105 -2.946 -0.148
H -0.806 -2.398 -1.605
H -3.398 -2.261 -0.441
H -2.784 -0.811 -1.198
H -3.495 -0.741 0.405
C -0.338 2.022 -4.215
As -0.136 0.146 -3.735
C -1.530 -1.031 -4.440
C 1.560 -0.570 -4.368
O -0.188 0.023 -1.999
H -0.516 2.145 -5.277
H 0.571 2.508 -3.909
H -1.164 2.441 -3.675
H -1.501 -0.882 -5.503
H -2.537 -0.850 -4.065
H -1.217 -2.061 -4.188
H 1.622 -0.438 -5.467
H 1.672 -1.593 -4.110
H 2.364 0.023 -3.955
N -2.701 3.703 0.325
C -1.570 4.402 -0.044
C -0.595 3.475 -0.142
N -1.131 2.224 0.220
C -2.394 2.426 0.487
H -3.557 4.112 0.590
H -1.505 5.452 -0.195
H 0.435 3.634 -0.411
H -3.109 1.684 0.788
*
```

No. 3
# C22H33BF2NO2SbW

A molecular structure, C22H33BF2NO2SbW (the ωB97M-V functional and the def2-TZVPD basis, the Open Molecules 2025 dataset).

HOMO energy (alpha / beta), eV: -11.49 / -11.49
Lowest unoccupied orbital energy (alpha / beta), hartree: -0.2533 / -0.2533
Gap between HOMO and LUMO (alpha / beta), hartree: 0.169 / 0.169
ΔE to the lowest compared entry with this formula, charge and spin, kcal/mol: 32.4

```
! RIJCOSX wB97M-V def2-TZVPD def2/J DEFGRID3
* xyz 2 1
W 1.297 -0.864 0.065
O 1.979 0.626 3.563
C 2.190 0.389 2.400
O 2.222 -0.825 1.876
C 2.428 1.507 1.407
C 2.618 2.807 1.890
C 2.831 3.798 0.977
C 2.834 3.493 -0.401
C 3.053 4.490 -1.383
C 3.048 4.165 -2.707
C 2.825 2.828 -3.103
C 2.612 1.841 -2.184
C 2.612 2.153 -0.805
N 2.408 1.171 0.132
H 2.604 2.974 2.957
H 3.001 4.821 1.291
H 3.236 5.507 -1.061
H 3.227 4.924 -3.456
H 2.843 2.581 -4.156
H 2.470 0.813 -2.479
F 2.289 -1.051 -1.601
B 0.722 -2.784 0.233
F 0.377 -4.040 0.343
C -4.308 2.343 -0.072
C -3.053 3.002 0.243
C -2.575 3.047 1.609
C -2.205 3.511 -0.829
Sb -1.114 -0.281 0.072
C -0.733 -2.998 -3.818
C -1.109 -3.818 -2.676
C 0.520 -2.277 -3.774
C -1.653 -2.854 -4.941
C -0.474 -3.120 4.053
C -1.919 -3.011 3.919
C 0.171 -4.431 4.024
C 0.334 -1.930 4.137
H -4.787 2.755 -0.960
H -4.987 2.236 0.768
H -3.953 1.332 -0.367
H -3.369 3.133 2.348
H -1.756 3.744 1.773
H -2.153 2.019 1.718
H -2.234 4.609 -0.735
H -2.534 3.229 -1.824
H -1.160 3.240 -0.650
H -1.297 -3.078 -1.874
H -0.259 -4.395 -2.304
H -1.985 -4.439 -2.835
H 0.769 -1.963 -2.750
H 0.587 -1.474 -4.502
H 1.305 -3.018 -4.003
H -2.475 -2.231 -4.548
H -2.122 -3.805 -5.199
H -1.221 -2.355 -5.803
H -2.033 -2.650 2.877
H -2.326 -2.211 4.538
H -2.456 -3.948 4.028
H -0.444 -5.203 3.568
H 0.295 -4.701 5.086
H 1.175 -4.392 3.603
H -0.209 -1.004 4.288
H 0.870 -1.890 3.163
H 1.151 -2.045 4.855
*
```

No. 4
# C22H33BF4N4O2

7 unconnected molecules or ions with the total composition C22H33BF4N4O2 in a non-equilibrium geometry (the ωB97M-V functional and the def2-TZVPD basis, the Open Molecules 2025 dataset).

HOMO energy, eV: 0.22
Lowest unoccupied orbital energy, hartree: 0.1610
Gap between HOMO and LUMO, hartree: 0.153
ΔE to the lowest compared entry with this formula, charge and spin, kcal/mol: 0.0

```
! RIJCOSX wB97M-V def2-TZVPD def2/J DEFGRID3
* xyz -2 1
B 2.558 -1.801 -2.704
F 3.034 -1.419 -1.444
F 3.510 -1.413 -3.716
F 2.437 -3.206 -2.781
F 1.326 -1.198 -2.972
C 0.403 0.320 0.149
C -0.193 -0.883 0.909
O 0.202 -2.176 0.695
H -0.113 1.228 0.491
H 0.245 0.315 -0.933
H 1.489 0.382 0.277
H -1.271 -0.868 0.621
H -0.227 -0.673 2.003
C 1.467 -3.223 6.029
C 0.097 -2.909 5.462
C 0.341 -2.897 3.942
O 1.740 -3.121 3.753
C 2.412 -2.694 4.955
H 1.595 -4.304 6.107
H 1.697 -2.755 6.992
H -0.223 -1.942 5.850
H -0.605 -3.701 5.727
H 0.098 -1.911 3.532
H -0.186 -3.609 3.313
H 2.356 -1.602 4.827
H 3.476 -2.912 4.988
N -3.381 4.072 -0.566
C -4.711 3.804 -0.343
C -4.812 2.540 0.172
C -3.554 1.920 0.007
C -2.691 2.878 -0.442
H -2.961 4.940 -0.831
H -5.575 4.434 -0.500
H -5.718 2.082 0.535
H -3.302 0.882 0.160
H -1.666 2.822 -0.772
N -3.767 -3.189 0.904
C -3.933 -1.857 1.029
C -4.888 -1.416 0.138
C -5.320 -2.592 -0.585
C -4.576 -3.634 -0.103
H -3.217 -3.805 1.471
H -3.394 -1.276 1.760
H -5.516 -0.542 0.095
H -6.215 -2.602 -1.185
H -4.688 -4.679 -0.349
N 1.609 2.007 -5.043
C 1.686 1.574 -3.739
C 0.857 2.439 -3.054
C 0.155 3.243 -3.958
C 0.637 2.949 -5.223
H 2.219 1.730 -5.790
H 2.262 0.726 -3.432
H 0.708 2.552 -1.991
H -0.569 4.005 -3.713
H 0.454 3.244 -6.244
N 3.667 1.367 -1.323
C 4.134 2.329 -0.466
C 5.251 2.885 -0.994
C 5.542 2.184 -2.209
C 4.549 1.231 -2.358
H 2.881 0.783 -1.071
H 3.562 2.507 0.431
H 5.898 3.584 -0.485
H 6.392 2.315 -2.857
H 4.324 0.535 -3.148
*
```

No. 5
# C22H33BrCoN4O3

A molecular structure, C22H33BrCoN4O3 (the ωB97M-V functional and the def2-TZVPD basis, the Open Molecules 2025 dataset).

HOMO energy (alpha / beta), eV: -6.99 / -6.96
Lowest unoccupied orbital energy (alpha / beta), hartree: 0.0094 / 0.0093
⟨S²⟩: 0.788
Gap between HOMO and LUMO (alpha / beta), hartree: 0.266 / 0.265
ΔE to the lowest compared entry with this formula, charge and spin, kcal/mol: 12.8

```
! RIJCOSX wB97M-V def2-TZVPD def2/J DEFGRID3
* xyz 0 2
Co -0.184 -1.046 0.645
N 0.960 -2.369 1.454
C 1.474 -2.026 2.780
C 1.689 -0.526 2.793
N 0.519 0.150 2.215
C -0.597 0.461 3.126
C -1.542 -0.712 3.320
N -1.825 -1.294 2.006
H 0.555 -3.296 1.409
H 1.697 -2.338 0.736
H 2.410 -2.544 3.009
H 0.745 -2.329 3.530
H 2.539 -0.294 2.147
H 1.924 -0.162 3.799
H 0.813 1.018 1.785
H -1.147 1.276 2.654
H -0.236 0.819 4.098
H -2.443 -0.349 3.827
H -1.106 -1.478 3.960
H -2.416 -0.671 1.461
H -2.304 -2.185 2.070
Br 4.854 -1.719 0.572
C 3.918 -2.078 -1.055
C 4.644 -2.165 -2.229
C 3.929 -2.446 -3.382
C 2.556 -2.610 -3.310
C 1.932 -2.476 -2.079
N 2.618 -2.220 -0.958
C 0.411 -2.608 -1.979
O -0.179 -3.032 -2.955
O -0.087 -2.300 -0.844
H 5.714 -2.027 -2.231
H 4.446 -2.531 -4.329
H 1.944 -2.821 -4.173
C 0.728 0.464 -2.800
C 1.130 1.487 -1.743
C 2.093 0.889 -0.720
C -0.102 2.204 -1.212
C -0.192 3.554 -1.550
C -1.333 4.307 -1.340
C -2.441 3.660 -0.825
C -2.408 2.320 -0.457
C -3.704 1.721 0.064
C -4.095 0.382 -0.563
C -3.736 1.693 1.597
C -1.203 1.585 -0.569
O -1.206 0.355 -0.061
H 1.608 0.018 -3.273
H 0.125 0.935 -3.577
H 0.125 -0.326 -2.361
H 1.707 2.266 -2.250
H 1.706 -0.029 -0.262
H 2.331 1.610 0.068
H 3.031 0.610 -1.206
H 0.664 4.011 -2.034
H -1.371 5.352 -1.616
H -3.375 4.200 -0.708
H -4.481 2.428 -0.246
H -3.352 -0.396 -0.394
H -4.199 0.483 -1.645
H -5.059 0.054 -0.167
H -4.545 1.065 1.979
H -3.873 2.698 2.000
H -2.795 1.327 1.999
*
```

No. 6
# C22H33Cl3O2Pt

A molecular structure, C22H33Cl3O2Pt in a non-equilibrium geometry (the ωB97M-V functional and the def2-TZVPD basis, the Open Molecules 2025 dataset).

HOMO energy (alpha / beta), eV: 2.88 / -2.75
Lowest unoccupied orbital energy (alpha / beta), hartree: 0.1592 / 0.1042
⟨S²⟩: 6.059
Gap between HOMO and LUMO (alpha / beta), hartree: 0.053 / 0.205
ΔE to the lowest compared entry with this formula, charge and spin, kcal/mol: 0.0

```
! RIJCOSX wB97M-V def2-TZVPD def2/J DEFGRID3
* xyz -2 5
C -0.927 0.756 -3.664
C -1.717 -0.404 -3.570
C -0.858 -1.532 -3.352
C -3.182 -0.448 -3.726
C 0.477 -1.075 -3.329
C 0.460 0.382 -3.430
C 1.600 1.207 -3.855
C -1.389 2.099 -4.037
C -1.290 -2.937 -3.228
C 1.712 -1.866 -3.322
Pt 0.290 0.496 -0.936
Cl -2.066 0.411 -0.417
Cl 0.122 2.805 -1.088
Cl 0.387 -1.760 -0.307
H -3.613 0.513 -3.414
H -3.614 -1.256 -3.119
H -3.453 -0.622 -4.780
H -2.160 -3.038 -2.561
H -0.476 -3.561 -2.836
H -1.580 -3.339 -4.211
H 1.631 -2.716 -2.631
H 2.539 -1.228 -2.984
H 1.953 -2.234 -4.334
H 2.446 0.961 -3.203
H 1.359 2.258 -3.676
H 1.861 1.050 -4.916
H -2.316 2.353 -3.501
H -1.568 2.173 -5.122
H -0.635 2.841 -3.767
O 2.212 0.561 -1.169
H 2.432 1.343 -0.617
C -1.803 3.408 2.933
C -0.638 2.537 2.453
C 0.655 3.363 2.387
C -0.483 1.229 3.221
C -1.326 0.850 4.248
C -1.190 -0.383 4.894
C -0.293 -1.341 4.399
C 0.572 -1.052 3.367
C 1.568 -2.057 2.799
C 2.980 -1.819 3.324
C 1.118 -3.518 2.872
C 0.575 0.298 2.796
O 1.454 0.632 1.960
H -1.636 3.772 3.956
H -2.734 2.832 2.896
H -1.903 4.270 2.261
H -0.881 2.237 1.411
H 0.934 3.706 3.394
H 1.455 2.737 1.974
H 0.508 4.235 1.737
H -2.116 1.532 4.567
H -1.809 -0.606 5.765
H -0.264 -2.334 4.846
H 1.610 -1.820 1.722
H 3.062 -1.974 4.407
H 3.671 -2.496 2.814
H 3.261 -0.787 3.089
H 0.109 -3.612 2.456
H 1.793 -4.130 2.262
H 1.119 -3.905 3.895
*
```

No. 7
# C22H33IN7O3SSiV

A molecular structure, C22H33IN7O3SSiV (the ωB97M-V functional and the def2-TZVPD basis, the Open Molecules 2025 dataset).

HOMO energy (alpha / beta), eV: -4.94 / -5.39
Lowest unoccupied orbital energy (alpha / beta), hartree: 0.0575 / 0.0565
⟨S²⟩: 3.758
Gap between HOMO and LUMO (alpha / beta), hartree: 0.239 / 0.254
ΔE to the lowest compared entry with this formula, charge and spin, kcal/mol: 0.0

```
! RIJCOSX wB97M-V def2-TZVPD def2/J DEFGRID3
* xyz -1 4
V 0.790 -1.399 0.878
N 1.945 -2.647 -0.614
C 1.810 -4.103 -0.484
C 1.676 -4.455 0.990
N 0.673 -3.633 1.677
C -0.693 -4.146 1.601
C -1.403 -3.665 0.345
N -1.273 -2.209 0.269
H 1.910 -2.365 -1.587
H 2.859 -2.364 -0.251
H 2.674 -4.640 -0.893
H 0.946 -4.421 -1.067
H 2.632 -4.256 1.474
H 1.460 -5.526 1.097
H 0.971 -3.504 2.638
H -1.240 -3.783 2.472
H -0.720 -5.243 1.640
H -2.448 -3.993 0.367
H -0.954 -4.100 -0.546
H -1.881 -1.776 0.962
H -1.584 -1.845 -0.626
I 3.250 -1.423 2.312
C -3.021 -1.350 3.069
Si -1.324 -0.591 3.548
C -1.742 0.802 4.750
C -0.486 -1.918 4.594
N -0.352 -0.082 2.233
C -0.292 1.283 1.961
C 0.946 1.907 1.717
C 1.023 3.233 1.330
C -0.124 4.005 1.186
C -1.355 3.417 1.435
C -1.438 2.083 1.805
H -3.711 -1.221 3.907
H -3.008 -2.424 2.854
H -3.475 -0.839 2.213
H -1.963 0.361 5.727
H -2.611 1.386 4.447
H -0.908 1.495 4.872
H -1.141 -2.223 5.414
H 0.450 -1.545 5.015
H -0.241 -2.818 4.032
H 1.842 1.310 1.840
H 1.994 3.673 1.139
H -0.055 5.040 0.879
H -2.266 3.994 1.323
H -2.414 1.630 1.947
O 2.113 3.200 -8.221
S 2.706 3.656 -6.976
O 3.635 2.727 -6.364
O 3.127 5.044 -6.965
C 1.270 3.657 -5.850
N 0.242 4.443 -6.183
C -0.808 4.413 -5.386
C -0.883 3.609 -4.253
C 0.244 2.847 -3.990
N 1.313 2.878 -4.780
C 0.340 1.900 -2.836
C 1.547 1.245 -2.600
C 1.618 0.341 -1.561
N 0.583 0.049 -0.765
C -0.564 0.695 -0.980
C -0.725 1.625 -1.989
H -1.644 5.053 -5.656
H -1.766 3.604 -3.632
H 2.408 1.448 -3.222
H 2.556 -0.147 -1.325
H -1.358 0.485 -0.273
H -1.683 2.117 -2.084
*
```